Entry 1:
15
Properties=species:S:1:pos:R:3 method="wB97M-V/def2-TZVPD" multiplicity=1 homo_energy_ev=-8.20 charge=0 homo_lumo_gap_ev=8.02 lumo_energy_ev=-0.182 smiles="CS/C(=N/N)C(N)=S" relative_energy_ev=3.125
C -2.54627 0.10018 0.64269
C 0.26752 0.30278 -0.41087
C 1.21995 -0.83326 -0.17085
H -2.25464 -0.43453 1.67708
H -2.82454 1.12638 1.14586
H -3.47795 -0.26616 0.13865
H 2.00392 2.91054 -0.56058
H 2.56329 1.36130 0.08568
H 1.05110 -3.00816 -0.45434
H -0.44708 -1.97808 -0.47578
N 0.56573 1.62044 -0.47399
N 1.72933 1.99006 -0.07557
N 0.58719 -2.07272 -0.16147
S -1.30417 -0.21842 -0.86096
S 2.86662 -0.60035 -0.04556

***

Entry 2:
44
Properties=species:S:1:pos:R:3 method="wB97M-V/def2-TZVPD" multiplicity=1 homo_energy_ev="-14.04 / -14.04" charge=+2 homo_lumo_gap_ev="3.67 / 4.38" lumo_energy_ev="-10.367 / -9.664" relative_energy_ev=0.703
Tl 0.90254 2.56941 1.06036
C -2.01003 1.28776 -2.39248
C -1.58228 2.03064 -1.12840
N -0.58176 2.89090 -1.00455
N -0.18197 3.43110 -2.15639
C 0.85828 4.30366 -2.17066
N 0.95819 5.08151 -3.23743
S 2.16421 4.13394 -1.03939
C -2.22100 1.54468 0.12886
C -2.72477 0.22501 0.20843
C -3.19888 -0.21331 1.41385
C -3.21538 0.68932 2.51686
C -2.79172 2.01052 2.35132
N -2.21987 2.37337 1.20629
H -1.92765 1.98203 -3.22959
H -3.05150 0.97042 -2.39750
H -1.44092 0.35893 -2.59315
H 0.47730 4.89801 -4.12141
H 1.73607 5.73759 -3.30875
H -2.65240 -0.40950 -0.67094
H -3.57391 -1.24926 1.62097
H -3.57369 0.37285 3.49713
H -2.95778 2.76767 3.11215
C 2.54196 -0.63862 -1.30114
N 2.05833 -1.67630 -0.37940
C 2.16990 -3.07637 -0.80874
C 2.09828 -4.01982 0.39563
C 1.03559 -3.63349 1.43023
N 0.94624 -2.19085 1.65066
C 0.33013 -1.74396 2.90283
C 1.38521 -1.26220 0.73801
O 1.15434 -0.05031 1.01939
H 3.65825 -0.57428 -1.33872
H 2.24132 0.31568 -0.86666
H 2.13287 -0.76701 -2.31930
H 3.11268 -3.12127 -1.32479
H 1.35687 -3.32221 -1.50150
H 3.08268 -4.00549 0.88792
H 1.91410 -5.05084 0.07202
H 1.19491 -4.10867 2.41106
H 0.03442 -3.98137 1.02428
H 0.82919 -2.10983 3.82334
H -0.71433 -2.12972 2.90167
H 0.24599 -0.64033 2.91762

***

Entry 3:
58
Properties=species:S:1:pos:R:3 method="wB97M-V/def2-TZVPD" multiplicity=2 homo_energy_ev="-10.97 / -11.16" charge=+1 homo_lumo_gap_ev="6.77 / 6.29" lumo_energy_ev="-4.198 / -4.868" relative_energy_ev=0.000
Ru 0.50284 -1.06160 0.70051
Cl 0.79541 -1.08166 3.15322
C 2.47163 -1.02744 2.59493
C 2.54453 -1.04018 1.21461
C 3.85100 -1.03858 0.73419
Cl 4.17871 -1.10609 -0.96854
C 4.96320 -0.99859 1.58705
Cl 6.55375 -0.98794 0.94453
C 4.79819 -0.96997 2.97397
Cl 6.14927 -0.91893 4.02352
C 3.51037 -0.99135 3.50286
Cl 3.21445 -0.97691 5.18894
O -6.14300 -0.73475 -1.96147
N -5.27213 -0.62390 -2.79785
O -5.46259 -0.44014 -3.97627
C -3.85627 -0.72520 -2.34718
C -2.93036 -0.64918 -3.32303
C -1.53413 -0.73508 -3.03181
C -0.54402 -0.66634 -4.02760
C 0.76726 -0.75540 -3.65225
C 1.08719 -0.90417 -2.29687
N 0.17547 -0.97503 -1.34321
C -1.13422 -0.89016 -1.70746
C -2.12456 -0.97262 -0.67491
N -1.63517 -1.13491 0.57526
C -2.47244 -1.22549 1.58923
C -3.85369 -1.16245 1.41006
C -4.37058 -0.99684 0.15056
C -3.49805 -0.89766 -0.95587
H -3.25797 -0.52065 -4.34507
H -0.82863 -0.54297 -5.06465
H 1.56895 -0.70573 -4.37464
H 2.11161 -0.95817 -1.97104
H -2.03757 -1.34739 2.57288
H -4.50692 -1.23896 2.26704
H -5.43488 -0.94201 0.00425
N 0.69813 8.87774 0.73612
C 0.66845 7.72968 0.73163
C 0.62836 6.29185 0.72460
C 0.05356 5.62265 -0.35478
C 0.01356 4.24295 -0.35974
C 0.54833 3.51474 0.70873
C 1.12350 4.19831 1.78596
C 1.16334 5.57840 1.79578
C 0.51297 2.08958 0.70246
C 0.50501 0.86648 0.70827
H -0.35689 6.19005 -1.17839
H -0.43039 3.71325 -1.19155
H 1.53714 3.63363 2.61010
H 1.60659 6.11096 2.62559
S 1.27168 -5.66935 1.00003
C -0.08776 -5.37580 0.00909
C -0.31238 -4.04440 -0.08073
N 0.56543 -3.26325 0.63583
C 1.44925 -4.00739 1.25547
H -0.63852 -6.17681 -0.45410
H -1.10465 -3.57969 -0.64651
H 2.23866 -3.59914 1.86826

***

Entry 4:
189
Properties=species:S:1:pos:R:3 method="wB97M-V/def2-TZVPD" multiplicity=1 homo_energy_ev=-7.74 charge=0 homo_lumo_gap_ev=7.46 lumo_energy_ev=-0.283
C 3.82619 1.63979 -1.01999
C 5.19465 0.99961 -1.38416
C 6.17493 1.80028 -2.18654
O 7.17237 2.07690 -1.34038
C 7.01602 1.56893 -0.20414
O 7.85039 1.61999 0.73686
O 5.89581 0.83821 -0.18584
H 3.33360 1.98721 -1.92814
H 3.95811 2.48158 -0.34022
H 3.15331 0.91378 -0.56366
H 4.97881 0.04212 -1.85820
H 5.57022 2.62703 -2.55927
H 6.33335 1.09471 -3.00212
C -3.56595 4.07661 -0.52046
C -4.15258 3.10288 -1.48677
C -4.58041 3.62558 -2.78788
O -4.06167 2.66535 -3.71691
C -3.07772 1.94020 -3.16219
O -2.34503 1.10646 -3.69490
O -3.09585 2.26069 -1.86647
H -3.18737 3.51199 0.33159
H -4.31307 4.82030 -0.24324
H -2.64849 4.57692 -0.83040
H -4.95115 2.46329 -1.11084
H -4.27304 4.66135 -2.93215
H -5.66720 3.56590 -2.84634
C 1.56051 4.89256 -2.49052
C 2.48178 5.57659 -3.53211
C 2.35696 7.02590 -3.58028
O 3.71416 7.44189 -3.54390
C 4.52402 6.36710 -3.19259
O 5.70775 6.43551 -3.10605
O 3.83007 5.27043 -3.15535
H 1.82116 5.21756 -1.48328
H 1.79632 3.83558 -2.61423
H 0.54550 4.99834 -2.87349
H 2.14187 5.18801 -4.49210
H 1.73335 7.32196 -2.73674
H 1.95620 7.45754 -4.49744
C -2.44440 -8.78830 -0.22236
C -1.55428 -8.17835 -1.31996
C -2.23778 -7.65825 -2.57353
O -1.92071 -6.22775 -2.61002
C -1.10497 -5.91861 -1.65441
O -0.63149 -4.74713 -1.48112
O -0.85879 -7.02423 -0.87489
H -2.09186 -8.49827 0.76744
H -2.39241 -9.87116 -0.10917
H -3.47711 -8.44038 -0.24623
H -0.76646 -8.91492 -1.47771
H -3.31854 -7.74977 -2.46547
H -1.94910 -8.11393 -3.52069
C -4.60846 1.76395 2.25922
C -4.60775 3.11621 3.08045
C -6.03896 3.70494 3.36045
O -5.96774 3.82286 4.76213
C -4.78514 3.43759 5.29040
O -4.52128 3.42315 6.49697
O -4.00813 2.92624 4.30950
H -4.80078 1.89654 1.19455
H -5.36112 1.06474 2.62352
H -3.66257 1.23145 2.35834
H -3.95474 3.91060 2.71904
H -6.81977 3.06173 2.95460
H -6.09297 4.70604 2.93271
C 3.49478 5.34275 1.46009
C 4.89487 4.80063 1.89648
C 6.10000 5.69450 1.53721
O 6.86266 5.53483 2.68900
C 6.19048 5.01319 3.68855
O 6.62562 4.78330 4.80958
O 5.03063 4.53501 3.25228
H 3.57607 5.75921 0.45607
H 3.21560 6.15501 2.13119
H 2.76318 4.53510 1.43636
H 5.06900 3.75853 1.62851
H 5.75476 6.72665 1.47743
H 6.51945 5.45208 0.56080
C 5.94707 -2.83805 -1.90975
C 4.68412 -3.54941 -1.33472
C 3.41617 -2.76503 -1.25638
O 2.45426 -3.60943 -1.82498
C 3.08999 -4.64327 -2.48346
O 2.54178 -5.51773 -3.22270
O 4.37150 -4.67816 -2.14654
H 6.74473 -3.53594 -2.16428
H 6.33005 -2.00234 -1.32408
H 5.60661 -2.48320 -2.88252
H 4.81138 -3.92724 -0.32024
H 3.70824 -1.88470 -1.82892
H 3.02739 -2.52798 -0.26605
C -4.99245 -5.46718 -0.19715
C -4.23310 -4.31138 -0.33596
C -4.62582 -3.42215 -1.30677
C -5.73554 -3.69601 -2.16516
C -6.49226 -4.81714 -1.93079
C -6.09561 -5.75584 -0.99509
O -6.91326 -6.83826 -0.72142
O -3.84435 -2.35061 -1.48147
H -4.70681 -6.24658 0.49375
H -3.44467 -4.25705 0.40012
H -6.01880 -3.01841 -2.95701
H -7.32249 -4.96215 -2.60614
H -7.51465 -6.92438 -1.46473
H -2.93292 -2.39775 -1.18370
C 0.74538 0.93247 -4.93358
C 2.01396 1.62201 -5.03260
C 3.17449 0.81387 -4.81544
C 3.10893 -0.59479 -4.55708
C 1.83689 -1.17612 -4.51554
C 0.70470 -0.44116 -4.75143
O -0.53346 -0.96561 -4.72272
O 4.36838 1.44014 -5.01015
H -0.20354 1.43736 -5.03869
H 2.09039 2.69659 -5.10898
H 3.98630 -1.21599 -4.45345
H 1.74871 -2.24385 -4.37921
H -1.12674 -0.23895 -4.51880
H 4.19926 2.31753 -5.36113
C 1.42594 1.11678 2.68411
C 1.91497 -0.06261 2.11918
C 3.21706 -0.49948 2.29421
C 4.07868 0.35333 2.93425
C 3.57213 1.49816 3.51614
C 2.23910 1.89495 3.46072
O 1.78488 3.06772 4.05039
O 3.62137 -1.75367 1.87922
H 0.37149 1.34177 2.62156
H 1.17620 -0.68301 1.63365
H 5.10396 0.03709 3.05752
H 4.23484 2.04275 4.17237
H 2.36917 3.39825 4.73665
H 4.34166 -1.98293 2.47102
C -5.85632 -4.55547 3.17221
C -6.59008 -3.47823 2.66866
C -5.90700 -2.33836 2.21021
C -4.52822 -2.15517 2.41828
C -3.86168 -3.27848 2.80152
C -4.45805 -4.45554 3.16160
O -3.66306 -5.56033 3.50463
O -6.67507 -1.26217 1.73133
H -6.35205 -5.49772 3.35336
H -7.66273 -3.57787 2.59191
H -3.98989 -1.25818 2.14996
H -2.78277 -3.27485 2.75312
H -2.86180 -5.40443 2.99939
H -6.21681 -0.91311 0.96337
C -1.95821 5.71095 4.25786
C -0.96358 4.84409 3.88094
C -0.59047 4.81617 2.53335
C -1.20993 5.66755 1.58844
C -2.29079 6.45023 1.96008
C -2.57220 6.49520 3.32198
O -3.69178 7.16886 3.73462
O 0.34909 3.90088 2.09217
H -2.30739 5.58393 5.27193
H -0.54182 4.16175 4.60408
H -0.76151 5.63207 0.60657
H -2.72200 7.14367 1.25326
H -4.18319 7.58318 3.02156
H 0.75800 3.53102 2.87805
C 1.49797 -7.34937 1.71583
C 0.34589 -6.61263 1.97044
C 0.39738 -5.22731 1.89222
C 1.56831 -4.56098 1.60495
C 2.73401 -5.33157 1.31021
C 2.61204 -6.67601 1.25407
O 3.75021 -7.38037 0.93514
O -0.71046 -4.53708 2.15858
H 1.49058 -8.42767 1.77582
H -0.57739 -7.11976 2.20872
H 1.58490 -3.48290 1.66714
H 3.69607 -4.86240 1.16628
H 3.63291 -8.27760 0.61449
H -0.62624 -3.58929 2.28587
C -1.48126 -0.10972 0.35842
C -0.90915 1.16411 0.27829
C 0.21241 1.29774 -0.51923
C 0.65875 0.27192 -1.38619
C 0.01775 -0.99589 -1.30375
C -1.01325 -1.18205 -0.40816
O -1.53777 -2.39620 -0.19257
O 0.83433 2.52884 -0.71330
H -2.35429 -0.21284 0.98579
H -1.40340 2.01856 0.71651
H 1.45634 0.44252 -2.09410
H 0.29880 -1.83723 -1.91982
H -0.99922 -3.11978 -0.52121
H 0.66106 3.03838 0.08166

***

Entry 5:
16
Properties=species:S:1:pos:R:3 method="wB97M-V/def2-TZVPD" multiplicity=1 homo_energy_ev=-9.76 charge=0 homo_lumo_gap_ev=10.35 lumo_energy_ev=0.592 smiles="NCCC(=O)O.O" relative_energy_ev=2.379
C -0.01369 0.93772 -0.26818
C 1.00197 -0.24112 -0.05949
C 2.19102 -0.04591 -0.97563
O 2.83040 1.15729 -0.79533
O 2.63739 -0.86492 -1.73802
N 0.02347 2.03780 0.67400
H 0.31100 1.19999 -1.29207
H -1.00818 0.59603 -0.60041
H 1.04803 -0.53179 1.01697
H 0.57545 -1.19374 -0.39300
H 2.23123 1.83010 -1.20800
H -0.04467 3.04859 0.35366
H -0.73090 1.98549 1.40342
H -6.13194 -3.48191 2.47395
H -6.92198 -2.49908 1.60992
O -6.53881 -2.68268 2.50051

***

Entry 6:
14
Properties=species:S:1:pos:R:3 method="wB97M-V/def2-TZVPD" multiplicity=1 homo_energy_ev=-9.60 charge=0 homo_lumo_gap_ev=10.18 lumo_energy_ev=0.581 smiles="O=CNC(=O)N1CC1" relative_energy_ev=4.005
C 2.46579 -0.07633 0.03187
C 0.08767 0.91141 -0.06024
C -1.82979 -0.75523 -0.77191
C -1.57502 -0.63572 0.80006
H 3.69969 0.19108 0.08850
H 1.85700 1.88835 -0.05312
H -2.37890 0.12119 -1.09655
H -1.70884 -1.75208 -1.15315
H -2.22264 0.34479 0.95617
H -1.45429 -1.41952 1.74360
N 1.51758 0.86115 -0.10358
N -0.46119 -0.38792 -0.20214
O 2.34294 -1.35072 -0.11047
O -0.34000 2.05955 -0.06906

***

Entry 7:
54
Properties=species:S:1:pos:R:3 method="wB97M-V/def2-TZVPD" multiplicity=3 homo_energy_ev="-13.31 / -13.82" charge=+2 homo_lumo_gap_ev="8.52 / 5.52" lumo_energy_ev="-4.787 / -8.293" relative_energy_ev=0.399
Au 0.46613 -1.13156 0.09668
C 3.33987 -2.00252 -0.72985
C 2.48225 -0.78981 -0.49401
O 2.83793 0.33993 -0.60157
H 4.37754 -1.69888 -0.86115
H 2.97467 -2.49656 -1.63212
H 3.23693 -2.69675 0.10326
N -2.47879 -6.34362 -1.97653
C -1.85519 -5.23319 -1.56257
C -0.48116 -5.22510 -1.25071
C 0.11193 -4.06635 -0.82760
N -0.54476 -2.90164 -0.68597
C -1.85719 -2.90569 -0.97673
C -2.53967 -4.01049 -1.40825
H -1.98204 -7.20975 -2.08903
H -3.45761 -6.33871 -2.20287
H 0.11447 -6.12334 -1.33686
H 1.16499 -4.06341 -0.58070
H -2.38373 -1.97064 -0.83921
H -3.59727 -3.93364 -1.61979
Br -2.15946 -0.72492 2.15312
C -0.53730 -0.46565 3.09905
C -0.57589 -0.26593 4.46821
C 0.63305 -0.09508 5.12184
C 1.81285 -0.12953 4.39115
C 1.74166 -0.33576 3.02920
N 0.57764 -0.50243 2.38400
H -1.51837 -0.25205 4.99464
H 0.65268 0.05958 6.19211
H 2.77350 -0.00476 4.86937
H 2.63506 -0.37829 2.41851
C 1.63253 4.63726 -0.81245
C 2.03310 3.59680 0.21750
N 1.05618 2.50639 0.22041
C -0.08804 2.50489 -0.44967
N -0.72735 1.28448 -0.47747
C -2.01032 1.27054 -1.12395
C -2.09878 2.22684 -2.30276
C -1.78140 3.62659 -1.82474
N -0.57182 3.61173 -0.99431
C 0.13469 4.87505 -0.74454
H 1.90877 4.30575 -1.81454
H 2.16140 5.56880 -0.61916
H 2.08821 4.02297 1.22025
H 3.00159 3.15861 -0.02358
H 1.32587 1.60714 0.59429
H -2.74230 1.55199 -0.34768
H -2.24015 0.24228 -1.40114
H -3.09842 2.19610 -2.73298
H -1.39919 1.91859 -3.08211
H -2.60236 4.04516 -1.23571
H -1.58987 4.29720 -2.66160
H -0.15885 5.24851 0.24075
H -0.19816 5.59287 -1.49039

***

Entry 8:
37
Properties=species:S:1:pos:R:3 method="wB97M-V/def2-TZVPD" multiplicity=1 homo_energy_ev=-20.24 charge=+3 homo_lumo_gap_ev=6.45 lumo_energy_ev=-13.794 relative_energy_ev=0.015
Rh -0.53332 0.21111 0.37019
C 1.94091 -0.06566 2.77145
C 0.50612 0.09004 2.44353
C -0.28794 -1.07878 2.12938
C -1.65957 -1.00680 1.86045
C -2.25647 0.25827 1.70757
C -1.47093 1.43008 1.91955
C -0.11778 1.34179 2.30868
H 2.44152 0.88589 2.92719
H 2.46270 -0.63659 1.99698
H 2.01577 -0.66939 3.68502
H 0.20954 -2.04375 2.10423
H -2.22170 -1.90808 1.64664
H -3.28251 0.35072 1.37048
H -1.91087 2.40146 1.71867
H 0.46764 2.24813 2.41164
C 2.13498 2.17920 -2.36670
C 0.78425 1.75204 -1.93078
O 0.64332 1.34207 -0.71593
N -0.24883 1.83435 -2.73349
C -1.60340 1.41633 -2.37688
C -1.72409 -0.08927 -2.37295
C -2.25157 -0.76680 -3.45388
C -2.29452 -2.15575 -3.44980
C -1.79439 -2.83981 -2.35091
C -1.29668 -2.11559 -1.29033
N -1.26503 -0.76505 -1.29410
H 2.47707 2.98433 -1.71345
H 2.14268 2.52107 -3.39913
H 2.82887 1.34473 -2.25215
H -0.09116 2.21462 -3.65973
H -2.28703 1.84315 -3.10656
H -1.86640 1.84712 -1.40675
H -2.63176 -0.20757 -4.29902
H -2.71066 -2.69292 -4.29276
H -1.79340 -3.92035 -2.30573
H -0.89805 -2.61960 -0.42078

***

Entry 9:
16
Properties=species:S:1:pos:R:3 method="wB97M-V/def2-TZVPD" multiplicity=1 homo_energy_ev=-9.69 charge=0 homo_lumo_gap_ev=10.62 lumo_energy_ev=0.938 smiles="CC[C@@H](C)C=O" relative_energy_ev=0.613
C -0.65553 -0.45379 -1.95591
C -0.57745 0.43506 -0.71744
C 0.44742 -0.01449 0.34691
C 0.69730 1.09307 1.37695
C 0.16401 -1.29892 1.17044
O 0.44267 -1.33477 2.34837
H -0.89131 -1.49053 -1.69856
H -1.43190 -0.10432 -2.64487
H 0.29469 -0.45831 -2.50215
H -0.29841 1.45332 -1.03515
H -1.57086 0.53477 -0.26360
H 1.38982 -0.20180 -0.19590
H -0.23935 1.36787 1.87587
H 1.37438 0.73791 2.15430
H 1.11672 1.99164 0.91667
H -0.26219 -2.25669 0.82406

***

Entry 10:
21
Properties=species:S:1:pos:R:3 method="wB97M-V/def2-TZVPD" multiplicity=1 homo_energy_ev=-8.82 charge=0 homo_lumo_gap_ev=9.52 lumo_energy_ev=0.692 smiles=CSSC[C@H](C)N.O relative_energy_ev=0.218
N 0.37710 -0.92508 -1.80443
C 1.32098 -0.52083 -0.74377
C 1.13739 0.95694 -0.38351
C 1.16593 -1.46157 0.44015
S -0.53499 -1.67283 1.06648
S -0.61216 -0.43380 2.71538
C -1.57958 0.97432 2.16311
H 0.51168 -1.90343 -2.03536
H 0.64276 -0.41955 -2.64315
H 2.34746 -0.62746 -1.11964
H 0.60770 1.50970 -1.15462
H 0.54797 1.04567 0.52947
H 2.10880 1.40571 -0.18580
H 1.43648 -2.47425 0.12232
H 1.80282 -1.21557 1.28680
H -2.65204 0.83678 2.27376
H -1.36925 1.21642 1.12423
H -1.29041 1.84274 2.75682
H -2.36652 1.13195 -1.00863
H -1.60968 -0.05947 -1.57272
O -1.99245 0.79362 -1.82690

***

Q: Among the records above, which one has the highest charge?
A: C15H18N2ORh

***

Q: What is the charge in the ninth record?
A: 0